{"formula": "C18H17Cl4MgN6O6P", "method": "the ωB97M-V functional and the def2-TZVPD basis", "symbols": ["Mg", "Cl", "C", "C", "Cl", "C", "Cl", "C", "O", "C", "O", "C", "Cl", "O", "N", "N", "O", "C", "C", "C", "C", "C", "C", "H", "H", "H", "H", "H", "C", "N", "C", "N", "C", "N", "C", "P", "C", "C", "H", "H", "H", "H", "H", "H", "H", "H", "H", "H", "H", "H", "O", "N", "O"], "xyz": [[0.61367, -0.11234, -1.08548], [0.98953, -2.32607, -7.40126], [0.75372, -2.24249, -5.67375], [0.56648, -3.38577, -4.93893], [0.56807, -4.95147, -5.71170], [0.37139, -3.29167, -3.54848], [0.10755, -4.73098, -2.59534], [0.37208, -2.07879, -2.86839], [0.17867, -1.97698, -1.59121], [0.57806, -0.85458, -3.65188], [0.55582, 0.28333, -3.04407], [0.75451, -0.99302, -5.02725], [0.95521, 0.47577, -5.94785], [0.73396, 1.73495, -0.13150], [-0.18708, 2.51672, -0.52365], [-1.23933, 1.88961, -0.89415], [-1.35200, 0.59387, -0.86361], [-2.26808, 2.64142, -1.53489], [-2.58302, 3.92934, -1.13999], [-3.60543, 4.59472, -1.80123], [-4.30132, 3.97371, -2.83085], [-3.96653, 2.67892, -3.20809], [-2.94633, 1.99997, -2.56012], [-2.02791, 4.39454, -0.33826], [-3.86410, 5.60349, -1.50285], [-5.10279, 4.49750, -3.33740], [-4.49669, 2.19195, -4.01727], [-2.64519, 0.99705, -2.82442], [0.59020, 0.57936, 4.66498], [-0.33202, -0.51487, 4.36359], [0.30571, -1.75958, 4.78889], [1.62639, -2.00445, 4.22035], [2.47152, -0.84726, 4.51460], [1.91965, 0.43539, 4.08805], [1.86456, 0.51921, 2.61697], [0.83772, -0.80776, 1.82617], [-0.63284, -0.55935, 2.92173], [1.53985, -2.23084, 2.76652], [0.69567, 0.63198, 5.75477], [0.15395, 1.51582, 4.30912], [-0.34798, -2.59642, 4.53092], [0.41189, -1.72215, 5.87909], [3.43891, -0.99037, 4.03039], [2.62076, -0.81012, 5.59958], [2.86809, 0.46180, 2.19875], [1.43986, 1.48243, 2.32088], [-1.34547, -1.36942, 2.73950], [-1.13291, 0.36671, 2.62589], [2.52346, -2.45769, 2.35580], [0.89952, -3.10086, 2.58703], [3.63322, -1.04338, 0.64577], [3.72849, -0.83035, -0.57907], [2.70889, -0.40057, -1.17644]], "forces_ev_per_a": [[0.36, -0.34, 0.17], [-0.01, -0.02, 0.05], [0.03, 0.10, -0.18], [-0.03, -0.22, 0.02], [0.00, 0.07, 0.00], [0.00, -0.11, 0.03], [0.01, 0.01, -0.05], [-0.06, 0.13, -0.01], [0.05, 0.09, -0.19], [-0.13, -0.19, -0.01], [0.02, -0.08, 0.07], [-0.02, 0.07, -0.03], [0.01, -0.03, -0.02], [0.17, 0.21, 0.09], [-0.02, 0.15, 0.06], [-0.20, 0.14, -0.06], [0.08, -0.04, 0.13], [0.11, -0.36, 0.06], [-0.05, 0.11, -0.07], [-0.01, 0.02, 0.00], [0.01, 0.01, 0.02], [0.03, -0.04, 0.01], [-0.17, 0.17, -0.04], [0.00, -0.01, 0.01], [-0.01, 0.01, 0.00], [0.00, 0.01, 0.00], [0.00, 0.02, 0.00], [0.00, -0.02, -0.01], [-0.02, 0.05, 0.03], [0.06, -0.01, 0.06], [-0.02, -0.04, 0.04], [0.02, 0.05, 0.00], [0.07, -0.01, -0.02], [-0.03, -0.02, 0.00], [-0.08, 0.08, 0.04], [0.12, 0.26, -0.55], [-0.15, -0.08, 0.08], [-0.13, -0.18, 0.04], [0.00, 0.00, 0.00], [-0.01, -0.01, 0.01], [-0.01, 0.00, 0.00], [0.00, 0.00, -0.01], [0.00, 0.00, -0.01], [-0.02, 0.01, 0.01], [-0.01, -0.04, 0.02], [0.04, -0.02, 0.03], [-0.02, 0.01, 0.01], [0.01, 0.02, 0.02], [0.04, 0.05, 0.04], [0.06, -0.01, 0.02], [-0.34, 0.13, -0.48], [0.13, -0.02, 0.08], [0.10, -0.07, 0.54]], "relative_energy_kj_mol": 47.3, "charge": -2, "orbital_gap_ev": 5.4388}